Computed, not measured: a structure of composition C26H42BrF6N4O8S3ScSi, with ωB97M-V with the def2-TZVPD basis set.

XYZ file:
```
92
C26H42BrF6N4O8S3ScSi (ωB97M-V with the def2-TZVPD basis set)
Br -1.9509 2.2714 -0.3114
Sc 0.4175 0.5618 -0.1328
S 3.1550 -1.5168 -0.7740
S -0.2070 1.4707 2.6340
S 3.5337 0.2632 1.2693
Si -2.9798 4.3246 -0.0678
F 5.2319 2.2389 0.8865
F 3.1447 2.8117 0.8492
F 1.2784 -3.3191 -0.5455
F 3.2081 -3.9514 0.2109
F 1.9927 -2.5802 1.3589
F 4.0140 1.7654 -0.8373
O 0.3552 2.2080 -3.5583
O 3.9145 -2.0918 -1.8235
O 4.1412 0.2280 2.5504
O 2.0620 0.3156 1.2499
O 1.1341 2.0865 -1.5366
O -0.1917 0.5690 -2.2517
O -0.9224 -0.7525 0.4901
O 2.0157 -0.6792 -1.1671
N -0.5302 -0.7301 4.0993
N 4.0853 -0.8323 0.2952
N 0.4311 1.6453 -2.5115
N -2.0794 -0.4313 2.4272
C -2.4313 -1.7173 5.3746
C 0.2329 0.7095 5.9906
C -5.0478 5.2247 1.6764
C -1.6186 5.4943 0.6131
C -2.3642 5.1734 -2.7161
C -3.5536 4.7228 -1.8542
C -0.9460 -0.0019 3.0692
C 0.6071 -0.3074 4.9215
C -4.5940 5.8543 -1.8373
C -4.4523 -1.3332 -1.6496
C 2.3595 -2.9396 0.1290
C -4.5272 -0.8484 1.0835
C 4.0262 1.8793 0.4826
C -1.3404 5.2176 2.0981
C -3.2681 -1.1788 -0.9441
C -0.2752 5.3058 -0.1098
C -4.4096 3.9269 1.1518
C -5.7071 -1.0044 0.3765
C -3.9499 3.0905 2.3563
C -5.5006 3.1045 0.4496
C -4.1646 3.5095 -2.5769
C -5.6706 -1.2461 -0.9921
C -2.0527 6.9627 0.4752
C -1.2354 -1.9650 4.4651
C -2.0417 -0.6938 1.1710
C -3.3026 -0.9356 0.4249
H 1.3610 0.1098 4.2555
H -6.5937 -1.3661 -1.5446
H -2.1241 -1.3115 6.3381
H -4.2312 6.7518 -1.3333
H -4.8274 2.8751 2.9758
H -4.4207 -1.5178 -2.7154
H -4.4636 3.8228 -3.5823
H -0.1951 1.6001 5.5320
H -1.3063 7.5993 0.9600
H 0.4405 6.0290 0.2949
H -0.5062 -2.6123 4.9510
H -3.5158 2.1362 2.0570
H 1.0200 -1.2086 5.3741
H -3.0120 7.1614 0.9576
H -5.8991 4.9680 2.3145
H -5.0471 3.1122 -2.0818
H -3.2247 3.6016 2.9822
H -6.0065 3.6667 -0.3351
H 0.1364 4.3111 0.0606
H -0.3301 5.4625 -1.1839
H -1.9223 6.1070 -2.3711
H -5.5267 5.5483 -1.3616
H -5.4230 5.8631 0.8749
H -1.0824 4.1726 2.2812
H -1.5809 4.4136 -2.7627
H -4.8320 6.1327 -2.8685
H 1.1261 1.0069 6.5410
H -4.5373 -0.6454 2.1461
H -2.9602 -2.6538 5.5547
H -0.4839 0.3000 6.7023
H -5.1067 2.1788 0.0215
H -3.1214 -1.0182 4.9032
H -2.1809 5.4841 2.7367
H -6.2582 2.8240 1.1887
H -1.5540 -2.4620 3.5522
H -0.4881 5.8286 2.4125
H -6.6574 -0.9338 0.8897
H -3.4442 2.6993 -2.6880
H -2.7172 5.3377 -3.7389
H -4.3566 5.8104 2.2823
H -2.3171 -1.2335 -1.4562
H -2.1225 7.2816 -0.5648
```

For the total energy, the calculation gives -7255.025194 a.u.

=====

Computed, not measured: a cluster of 2 separate species, C6H13NO in total at a distorted geometry, with ωB97M-V with the def2-TZVPD basis set.

XYZ file:
```
21
C6H13NO (ωB97M-V with the def2-TZVPD basis set)
O 0.3868 0.7990 -3.1466
N -0.1427 2.1923 1.6326
C -0.5875 2.5256 0.3027
C 0.5721 0.1830 -2.0687
C -0.2042 -0.9153 0.2341
C -0.4436 -0.2530 -1.1440
C 1.2526 -0.7676 0.8632
C -0.8310 -2.3558 0.2764
H -1.2893 1.6772 0.0827
H -0.0289 2.2667 -0.5526
H -0.6666 -0.2570 0.9821
H -0.9766 3.5064 0.0336
H -0.8281 -2.8074 1.2334
H 1.9889 -1.3709 0.3245
H -1.3651 -0.5091 -1.6260
H 1.2155 -1.1308 1.9517
H 0.7413 2.5998 1.8792
H -1.8618 -2.4325 -0.0637
H 1.6664 -0.1043 -1.9041
H 1.7198 0.2256 1.0311
H -0.3179 -3.0719 -0.3217
```

For the total energy, the calculation gives -366.140905 a.u.

=====

Computed, not measured: a cluster of 2 separate species, C17H16BCl4NO2 in total at a distorted geometry, with ωB97M-V with the def2-TZVPD basis set.

XYZ file:
```
41
C17H16BCl4NO2 (ωB97M-V with the def2-TZVPD basis set)
Cl 3.6660 -1.2349 4.4613
Cl 3.9785 1.4240 2.9348
Cl 3.6444 -1.2207 1.3822
Cl -4.9783 0.0143 3.0248
O 1.7292 -0.0286 2.9419
O 0.3607 3.6941 -3.1230
N -0.8309 -1.6291 -2.4304
C -0.5276 -0.6900 2.9606
C 0.8729 -0.9780 2.9380
C -0.7171 -0.2747 -2.7016
C -1.1688 1.9203 -3.5222
C -2.4074 0.8433 3.0024
C 1.0646 -0.9726 -1.4346
C -1.0365 0.6348 2.9812
C 0.3844 -3.4698 -1.2806
C 0.2349 -2.0594 -1.6820
C -2.7925 -1.5688 3.0012
C -1.5489 0.5902 -3.4026
C 0.8952 1.4919 -2.2299
C -3.2874 -0.2552 3.0087
C 0.0581 2.3816 -2.9474
C -1.4192 -1.7848 2.9791
C 1.6060 4.1755 -2.5614
C 0.4954 0.1666 -2.0914
B 3.2040 -0.2416 2.9455
H -1.5951 -2.2198 -2.7470
H 0.3993 -4.1303 -2.1590
H 2.4716 3.6639 -3.0063
H -2.8173 1.8465 3.0144
H -2.4742 0.2159 -3.8340
H 1.3298 -3.5673 -0.7365
H -0.3451 1.4771 2.9881
H -3.4870 -2.4035 3.0118
H -1.7824 2.6454 -4.0501
H 1.6319 4.0513 -1.4692
H 1.8390 1.8242 -1.7917
H -0.4449 -3.7832 -0.6309
H 1.9798 -0.9714 -0.8560
H 1.6066 5.2311 -2.8271
H -0.9955 -2.7879 2.9862
H 1.2038 -2.0207 2.9526
```

For the total energy, the calculation gives -2728.394218 a.u.